ORCA calculation (ωB97M-V/def2-TZVPD) on a 13-piece molecular cluster, C65H147N8O18 overall.

Element x y z (Å)
C 22.221 5.698 5.061
C 20.887 6.112 4.365
C 19.674 5.343 4.899
N 18.224 5.860 4.613
C 17.191 5.136 5.524
C 15.710 5.458 5.058
C 15.574 5.222 3.585
C 16.488 6.155 2.751
C 18.003 5.792 3.037
C 18.210 7.333 5.088
H 22.196 6.163 6.047
H 23.098 6.022 4.501
H 22.251 4.615 5.174
H 20.847 5.913 3.294
H 20.855 7.188 4.533
H 19.706 5.266 5.986
H 19.676 4.290 4.617
H 17.441 4.104 5.277
H 17.383 5.462 6.546
H 15.064 4.807 5.646
H 15.282 6.441 5.253
H 15.680 4.205 3.208
H 14.591 5.580 3.282
H 16.215 5.865 1.736
H 16.186 7.189 2.918
H 18.242 4.778 2.717
H 18.631 6.581 2.623
H 18.623 7.960 4.297
H 18.856 7.429 5.961
H 17.233 7.707 5.392
C 26.455 27.497 14.089
C 25.404 26.465 14.342
C 24.535 26.114 13.052
N 23.151 25.635 13.440
C 22.445 25.208 12.115
C 22.957 23.880 11.501
C 22.865 22.673 12.520
C 23.706 23.075 13.739
C 23.262 24.412 14.384
C 22.313 26.797 14.142
H 26.036 28.492 13.934
H 27.124 27.140 13.305
H 27.053 27.642 14.989
H 24.875 26.635 15.279
H 25.902 25.523 14.571
H 24.996 25.243 12.588
H 24.427 26.941 12.349
H 22.445 26.106 11.497
H 21.463 25.018 12.549
H 23.934 23.980 11.027
H 22.435 23.595 10.588
H 23.249 21.779 12.030
H 21.864 22.330 12.782
H 24.774 23.080 13.521
H 23.579 22.242 14.430
H 23.891 24.639 15.245
H 22.269 24.310 14.823
H 22.482 26.811 15.218
H 21.261 26.551 13.999
H 22.514 27.799 13.760
C 20.928 12.164 16.024
C 19.461 12.294 15.600
C 19.200 13.569 14.869
N 17.689 13.637 14.446
C 16.823 14.024 15.714
C 16.826 15.531 16.091
C 16.823 16.481 14.866
C 17.870 16.170 13.932
C 17.601 14.803 13.327
C 17.033 12.347 13.902
H 21.143 11.400 16.771
H 21.319 13.071 16.485
H 21.460 11.884 15.115
H 18.825 12.195 16.479
H 19.145 11.411 15.045
H 19.693 13.578 13.896
H 19.337 14.440 15.511
H 17.036 13.401 16.583
H 15.817 13.718 15.426
H 17.523 15.773 16.894
H 15.925 15.753 16.663
H 16.937 17.536 15.116
H 15.873 16.457 14.333
H 18.871 16.097 14.358
H 17.860 16.919 13.141
H 18.202 14.411 12.507
H 16.616 14.716 12.867
H 16.899 11.624 14.706
H 17.757 11.831 13.272
H 16.025 12.404 13.490
C 25.210 11.346 6.701
C 25.947 12.021 7.896
C 25.094 12.760 8.901
N 25.701 13.167 10.236
C 24.553 13.672 11.185
C 23.943 14.977 10.686
C 25.022 16.016 10.418
C 26.141 15.634 9.521
C 26.734 14.288 10.025
C 26.555 12.028 10.945
H 24.376 10.757 7.082
H 25.880 10.710 6.121
H 24.852 12.086 5.985
H 26.488 12.880 7.499
H 26.773 11.418 8.272
H 24.457 12.012 9.374
H 24.621 13.560 8.331
H 23.801 12.895 11.321
H 25.193 13.911 12.035
H 23.408 14.660 9.791
H 23.262 15.489 11.367
H 24.467 16.908 10.127
H 25.475 16.328 11.359
H 25.779 15.454 8.508
H 26.983 16.283 9.283
H 27.563 13.805 9.507
H 27.215 14.452 10.989
H 27.278 11.519 10.307
H 25.890 11.342 11.470
H 27.141 12.458 11.757
C 20.601 14.089 4.715
C 20.970 14.306 3.184
C 21.246 15.774 2.958
N 21.857 16.184 1.652
C 22.006 17.811 1.645
C 22.796 18.229 0.310
C 22.036 17.807 -0.993
C 21.549 16.307 -0.978
C 21.021 15.800 0.441
C 23.272 15.499 1.597
H 19.959 13.231 4.912
H 20.000 14.848 5.217
H 21.389 14.061 5.467
H 20.065 14.052 2.633
H 21.789 13.672 2.844
H 21.941 15.964 3.776
H 20.393 16.422 3.159
H 21.094 18.408 1.676
H 22.406 18.175 2.591
H 22.756 19.311 0.187
H 23.810 17.879 0.119
H 21.080 18.329 -0.973
H 22.449 18.043 -1.974
H 20.855 16.078 -1.786
H 22.410 15.687 -1.228
H 20.159 16.375 0.780
H 20.911 14.716 0.427
H 23.835 15.754 0.699
H 23.122 14.437 1.400
H 23.889 15.731 2.465
C 32.767 17.697 9.053
N 33.262 16.400 9.745
C 34.399 16.900 10.649
C 32.118 16.083 10.703
C 33.687 15.308 8.724
C 32.771 15.132 7.533
O 31.396 14.953 7.901
H 33.613 18.098 8.495
H 32.487 18.307 9.912
H 31.829 17.486 8.539
H 35.231 16.967 9.948
H 34.783 16.174 11.365
H 34.156 17.846 11.133
H 32.005 16.852 11.467
H 32.043 15.077 11.117
H 31.219 16.064 10.086
H 33.925 14.449 9.351
H 34.689 15.577 8.390
H 32.847 14.122 7.131
H 32.814 15.966 6.832
H 30.900 14.963 7.079
C 31.117 4.404 8.077
N 30.991 5.061 9.478
C 30.703 3.889 10.450
C 32.335 5.716 9.875
C 29.853 6.077 9.430
C 28.638 5.693 8.581
O 27.978 4.492 9.032
H 30.380 3.602 8.050
H 32.050 3.847 8.166
H 31.329 5.077 7.245
H 29.898 3.268 10.055
H 30.596 4.132 11.507
H 31.507 3.175 10.271
H 32.966 4.828 9.853
H 32.162 6.169 10.851
H 32.583 6.500 9.158
H 30.305 6.911 8.892
H 29.562 6.404 10.428
H 28.915 5.556 7.536
H 27.915 6.509 8.608
H 27.976 4.479 9.992
C 27.962 22.521 5.646
N 26.583 21.947 5.193
C 26.762 20.501 4.617
C 25.837 21.976 6.586
C 25.927 22.977 4.244
C 26.688 23.206 2.954
O 26.517 22.130 2.055
H 27.744 23.460 6.156
H 28.524 22.516 4.712
H 28.331 21.789 6.365
H 27.095 19.841 5.418
H 27.509 20.378 3.833
H 25.737 20.164 4.463
H 25.763 22.991 6.976
H 26.413 21.423 7.328
H 24.852 21.516 6.512
H 25.981 23.951 4.730
H 24.890 22.747 4.002
H 27.764 23.376 2.972
H 26.235 24.111 2.550
H 26.447 22.498 1.171
O 30.012 10.338 4.527
C 30.728 9.178 4.448
O 30.420 8.435 3.498
O 31.596 8.878 5.274
H 30.636 10.881 5.014
O 31.390 10.881 12.164
C 32.078 10.963 13.305
O 33.260 11.199 13.174
O 31.539 10.933 14.418
H 32.191 11.029 11.656
O 22.811 8.553 11.460
C 21.734 8.663 10.678
O 21.006 9.676 10.662
O 21.453 7.831 9.753
H 23.141 7.717 11.123
O 20.625 17.991 8.765
C 20.723 18.460 7.518
O 21.836 18.666 7.051
O 19.649 18.285 6.905
H 19.865 17.536 8.395
O 27.683 14.268 15.449
C 28.047 15.557 15.435
O 27.181 16.488 15.559
O 29.266 15.809 15.384
H 28.604 14.105 15.664

Properties
**Energy**: -4355.68020 Eh
**2S+1**: 1
**HOMO-LUMO gap**: 2.95 eV
**Total charge**: +3
**Lowest unoccupied orbital energy**: -0.1944 Eh